[1]
The following is a DFT calculation (ωB97M-V/def2-TZVPD) of a molecular structure, C22H24Cl2CoF6N3O3.

Geometry as XYZ:
```
61
Properties=species:S:1:pos:R:3
Co -0.43 -0.07 -0.21
C -1.32 -2.05 1.83
N -0.16 -1.95 0.91
C -0.21 -3.03 -0.10
C 1.07 -1.94 1.66
C 1.53 -3.07 2.31
C 2.64 -3.00 3.14
C 3.26 -1.78 3.36
C 2.82 -0.64 2.72
C 1.75 -0.71 1.81
N 1.24 0.31 1.08
C 1.72 1.59 0.99
C 3.06 1.98 1.10
C 3.41 3.30 0.89
C 2.44 4.24 0.57
C 1.11 3.86 0.43
C 0.74 2.54 0.61
N -0.59 2.05 0.41
C -1.34 2.82 -0.60
C -1.36 1.99 1.66
H -1.33 -3.02 2.34
H -2.23 -1.93 1.25
H -1.25 -1.26 2.57
H -0.15 -4.02 0.37
H 0.61 -2.90 -0.80
H -1.15 -2.95 -0.63
H 1.02 -4.02 2.19
H 3.00 -3.89 3.64
H 4.09 -1.71 4.06
H 3.28 0.31 2.94
H 3.83 1.24 1.24
H 4.45 3.59 0.93
H 2.72 5.27 0.40
H 0.38 4.59 0.13
H -1.56 3.83 -0.26
H -2.28 2.30 -0.78
H -0.76 2.84 -1.52
H -1.56 2.99 2.05
H -0.80 1.43 2.41
H -2.31 1.49 1.46
Cl 4.36 0.49 -2.30
C 2.82 -0.15 -2.91
Cl 2.63 0.17 -4.64
C 1.64 0.47 -2.14
O 1.59 1.67 -1.96
O 0.78 -0.40 -1.79
H 2.85 -1.22 -2.78
C -2.19 -1.41 -2.92
C -2.99 -0.72 -1.81
O -2.26 -0.34 -0.72
C -4.09 -1.70 -1.32
F -4.93 -1.13 -0.43
F -4.84 -2.20 -2.31
F -3.52 -2.75 -0.69
C -3.67 0.53 -2.43
F -4.30 1.28 -1.52
F -4.56 0.23 -3.39
F -2.73 1.31 -3.00
H -1.85 -2.39 -2.58
H -1.31 -0.80 -3.14
H -2.78 -1.54 -3.82
```

Summary:
* charge: 0
* E_HOMO (alpha / beta): -8.36 / -9.11 eV
* energy above the lowest of the compared OMol25 structures with the same formula, charge and spin: 0.222 eV
* Kohn-Sham gap (alpha / beta): 8.74 / 6.65 eV
* lowest unoccupied orbital energy (alpha / beta): 0.4 / -2.5 eV
* multiplicity: 5



[2]
The following is a DFT calculation (ωB97M-V/def2-TZVPD) of 2 unconnected molecules or ions with the total composition C6H11NO.

Geometry as XYZ:
```
19
Properties=species:S:1:pos:R:3
C 1.57 -1.13 0.86
C 1.17 0.34 -1.11
C 1.51 -0.86 -0.59
O 1.38 1.55 -0.51
H 1.46 1.43 0.44
H 1.08 0.47 -2.18
H 1.43 -1.72 -1.23
H 2.26 -1.94 1.09
H 0.48 -1.32 1.16
H 1.85 -0.26 1.46
C -1.39 -0.09 0.87
C -1.33 0.22 -0.60
C -1.52 1.48 -1.03
N -1.96 -1.15 1.26
H -2.11 -1.21 2.26
H -1.24 0.80 1.51
H -1.60 -0.62 -1.21
H -1.26 2.33 -0.42
H -1.80 1.68 -2.04
```

Summary:
* charge: 0
* SMILES: [H]/N=C/C=C.C/C=C\O
* E_HOMO: -8.22 eV
* energy above the lowest of the compared OMol25 structures with the same formula, charge and spin: 3.448 eV
* Kohn-Sham gap: 9.00 eV
* lowest unoccupied orbital energy: 0.8 eV
* multiplicity: 1



[3]
The following is a DFT calculation (ωB97M-V/def2-TZVPD) of 2 unconnected molecules or ions with the total composition C21H36BCl2F7NO12P2S3.

Geometry as XYZ:
```
85
Properties=species:S:1:pos:R:3
C 4.92 5.17 0.92
C 3.50 4.28 0.81
O 3.74 2.84 0.76
B 2.45 2.07 0.90
O 1.90 2.34 2.28
N 1.89 1.08 -0.10
P 3.19 -0.20 -0.21
O 2.68 -1.51 -1.28
Cl 4.97 0.51 -1.11
C 1.53 1.57 -1.46
C 2.46 2.59 -2.28
C 3.19 1.95 -3.64
O 4.39 2.47 -4.02
F 2.67 0.83 -4.44
C -0.05 2.09 -1.64
S -0.52 3.62 -0.73
O 0.48 4.83 -0.97
O -0.66 3.53 0.81
C -2.19 4.34 -1.32
F -2.88 4.95 -0.12
F -3.12 3.31 -1.83
F -1.89 5.43 -2.28
C -0.98 0.76 -1.45
O -0.98 0.07 -2.78
C -2.09 0.52 -3.63
C -1.62 1.36 -4.99
C -2.06 2.95 -4.94
O -0.17 1.29 -5.18
C -0.33 -0.39 -0.42
C -1.63 -0.79 0.55
C -2.90 -1.41 -0.29
C -4.25 -0.46 -0.13
C -4.93 -0.55 1.37
S -6.46 0.60 1.51
O -6.39 1.51 2.77
O -6.60 1.53 0.25
Cl -8.26 -0.48 1.64
C 0.76 0.33 0.62
P 1.36 -0.89 1.95
S 1.29 -2.79 1.42
H 4.58 6.20 1.41
H 5.73 4.64 1.58
H 5.32 5.44 -0.15
H 2.84 4.67 1.69
H 2.99 4.68 -0.19
H 2.71 2.29 2.90
H 3.49 -1.82 -1.79
H 1.53 0.60 -2.17
H 1.75 3.43 -2.75
H 3.30 3.17 -1.74
H -0.13 2.35 -2.80
H -2.04 1.11 -1.11
H -2.60 -0.48 -4.05
H -2.95 1.10 -3.08
H -2.11 0.91 -5.98
H -1.70 3.45 -3.95
H -1.48 3.50 -5.82
H -3.21 3.11 -5.13
H 0.14 1.74 -6.02
H 0.11 -1.31 -0.99
H -1.36 -1.58 1.37
H -2.01 0.25 0.99
H -3.19 -2.47 0.18
H -2.70 -1.52 -1.44
H -4.03 0.68 -0.32
H -5.10 -0.76 -0.91
H -5.33 -1.62 1.62
H -4.18 -0.14 2.19
H 0.01 1.08 1.19
H 0.40 -0.81 3.06
H 2.63 -0.53 2.58
C 2.48 -9.12 4.16
C 1.86 -8.38 5.33
O 1.73 -6.98 5.04
C 0.64 -6.62 4.29
O -0.19 -7.42 3.87
C 0.60 -5.11 4.10
F 1.81 -4.58 3.76
F 0.21 -4.46 5.23
F -0.27 -4.72 3.12
H 3.43 -8.66 3.87
H 2.65 -10.17 4.41
H 1.83 -9.07 3.28
H 2.53 -8.47 6.20
H 0.90 -8.82 5.62
```

Summary:
* charge: +1
* E_HOMO: -11.75 eV
* Kohn-Sham gap: 7.20 eV
* lowest unoccupied orbital energy: -4.6 eV
* multiplicity: 1



| no. | F_max (eV/Å) |
| --- | --- |
| 1 | 0.34 |
| 2 | 3.08 |
| 3 | 10.20 |